Entry 1:
ORCA calculation (ωB97M-V/def2-TZVPD) on 2 unconnected molecules or ions with the total composition C23H28F3N3O4 in a non-equilibrium geometry.

SMILES = O=C(O)c1ccccc1Nc1cccc(C(F)(F)F)c1.CNC(=O)[C@H](CC(C)C)NC(C)=O
E_HOMO = -8.129 eV
Charge = 0
Lowest unoccupied orbital energy = 0.007 Ha

Geometry (Å):
1 F -1.0997 -2.3935 -3.5479
2 F 0.5092 -3.8372 -4.0035
3 F -0.9759 -4.3092 -2.4454
4 O 3.9042 1.6380 -3.5121
5 O -0.1873 1.0439 4.4855
6 O -4.4266 -0.0119 3.3262
7 O 5.9641 2.5360 -3.5267
8 N -4.8324 1.8726 2.1701
9 N -1.6031 0.5177 2.8666
10 N 3.6772 -0.5339 -1.9666
11 C -3.6651 -0.3486 -0.2623
12 C 2.6025 -1.2570 -1.4491
13 C 6.8634 1.2197 -1.2795
14 C -2.6626 0.7486 1.8771
15 C 1.1245 -1.9898 0.3328
16 C 0.3112 -2.6413 -0.6012
17 C 1.7748 -1.9020 -2.3716
18 C -1.5476 2.8301 3.7249
19 C -4.0531 0.8474 2.5342
20 C -0.2495 -3.3053 -3.0075
21 C 4.8862 -0.1781 -1.3729
22 C 7.3578 0.4644 -0.2140
23 C 5.6237 0.9188 -1.8867
24 C 5.1681 1.7548 -3.0339
25 C 5.4150 -0.9490 -0.3264
26 C 6.6362 -0.6262 0.2626
27 C 2.2638 -1.2971 -0.0909
28 C 0.6277 -2.6136 -1.9725
29 C -3.4623 0.8479 -1.1955
30 C -1.0714 1.3915 3.7192
31 C -6.1830 2.0901 2.6874
32 C -2.6018 -0.4006 0.8511
33 C -3.5864 -1.6261 -1.0950
34 H -6.1928 1.9454 3.7703
35 H -2.7274 -1.3407 1.3922
36 H 8.3122 0.7222 0.2360
37 H -4.1997 0.8106 -1.9982
38 H 2.0374 -1.8544 -3.4239
39 H -1.2789 -0.4287 2.9824
40 H -3.5951 1.7808 -0.6518
41 H -1.6127 -0.4103 0.3905
42 H -2.4632 0.8174 -1.6323
43 H -6.5194 3.1024 2.4598
44 H 4.8856 -1.8271 0.0253
45 H -0.9499 3.3884 4.4443
46 H -1.4181 3.2650 2.7370
47 H -4.4716 2.5311 1.4993
48 H 0.8676 -2.0130 1.3885
49 H -3.7660 -2.4934 -0.4593
50 H 3.4658 0.0103 -2.8083
51 H 3.8670 2.2967 -4.2254
52 H -2.4553 1.6828 1.3563
53 H -2.5921 2.8621 4.0272
54 H 2.8687 -0.7669 0.6371
55 H -4.6606 -0.2919 0.1765
56 H -4.3453 -1.6065 -1.8772
57 H -0.5729 -3.1685 -0.2523
58 H 7.0266 -1.2269 1.0801
59 H 7.4621 2.0547 -1.6366
60 H -2.6031 -1.7127 -1.5535
61 H -6.8704 1.3702 2.2394

Cartesian forces, eV/Å:
F 0.2 -0.8 -0.1
F -0.8 0.3 0.4
F 0.3 0.8 -0.7
O 0.4 0.2 0.1
O 0.1 -0.1 0.1
O 0.2 0.5 -0.3
O -1.2 -0.3 -0.1
N -0.3 1.0 -0.4
N -1.2 -0.5 -1.4
N 0.3 0.7 -0.7
C 0.5 0.0 -0.3
C -0.4 -0.2 0.2
C 0.0 -0.3 0.1
C 0.4 0.0 0.1
C 0.3 0.1 -0.8
C -0.1 -0.1 -0.3
C -0.7 -0.6 -0.1
C 0.0 -0.3 -0.1
C 0.0 -1.4 0.7
C 0.7 0.2 0.7
C -0.3 -0.2 0.0
C -0.1 0.3 -0.3
C -0.3 -0.6 0.6
C 2.2 0.8 0.2
C 0.5 0.0 0.4
C -0.5 0.1 -0.5
C -0.3 -0.2 0.2
C 0.7 0.5 0.8
C -0.2 -0.2 0.4
C 1.0 0.9 1.2
C 0.2 -0.4 0.0
C -0.7 0.2 0.0
C -0.2 0.1 0.4
H 0.0 0.0 -0.1
H 0.0 0.0 0.1
H -0.2 0.0 -0.1
H 0.1 0.1 0.0
H 0.0 -0.1 0.1
H 0.0 -0.1 0.0
H 0.1 0.2 -0.1
H 0.1 0.1 0.0
H 0.0 0.1 0.0
H 0.2 -0.1 -0.1
H -0.1 0.1 -0.1
H 0.0 -0.2 -0.1
H -0.2 0.2 -0.1
H 0.0 0.0 0.1
H 0.0 0.0 -0.2
H 0.0 -0.1 -0.1
H 0.0 -0.6 0.6
H -0.1 -0.1 0.0
H 0.1 0.2 0.0
H -0.2 0.1 -0.1
H 0.0 -0.1 -0.1
H -0.1 0.0 0.2
H 0.1 -0.1 -0.1
H 0.1 0.0 -0.1
H -0.1 0.1 -0.2
H -0.3 -0.2 -0.1
H 0.1 -0.1 -0.1
H -0.1 0.1 0.1



Entry 2:
ORCA calculation (ωB97M-V/def2-TZVPD) on 2 unconnected molecules or ions with the total composition C23H28FN2O in a non-equilibrium geometry.

E_HOMO = -9.775 eV
Charge = +1
Lowest unoccupied orbital energy = -0.224 Ha

Geometry (Å):
1 F 2.7267 5.1627 -3.7140
2 O 3.8623 -2.5174 -0.5381
3 N -2.8992 -2.1282 -0.4498
4 N 1.1158 -2.3823 0.0086
5 C 3.2757 -3.4948 0.3223
6 C -2.7700 3.1216 1.7476
7 C 1.7587 -1.2309 -0.6066
8 C -1.0076 -3.6190 0.2354
9 C 1.7891 -3.6718 0.0630
10 C 3.0962 3.7666 -1.8219
11 C 3.2757 -1.2239 -0.4244
12 C -2.3412 -1.0363 0.3392
13 C -2.5077 -3.4403 -0.0317
14 C 0.6618 2.1393 0.5355
15 C -1.5638 3.2458 1.0648
16 C -3.3722 -1.9246 -1.7758
17 C 0.3109 3.6601 -1.4375
18 C 0.8370 4.4822 -2.4288
19 C 2.2131 4.4630 -2.6501
20 C -1.7302 1.6231 3.3375
21 C -2.8667 2.3102 2.8849
22 C -0.4726 2.3690 1.3571
23 C -0.2396 -2.3191 0.1929
24 C 1.1510 2.9488 -0.5408
25 C -0.8638 -1.1108 0.3730
26 C 2.5616 3.0474 -0.7607
27 C -0.5579 1.6559 2.5992
28 H 1.3741 1.3968 0.9076
29 H -3.6500 3.6756 1.4079
30 H -2.8899 -4.1522 -0.7787
31 H -1.7643 1.0566 4.2714
32 H -1.4664 4.0068 0.2950
33 H -0.9055 -4.1121 1.2210
34 H 4.1702 3.7954 -2.0120
35 H 0.1929 5.1020 -3.0534
36 H -2.7262 -1.1669 1.3736
37 H 1.6503 -4.2429 -0.8724
38 H -0.7683 3.5197 -1.3854
39 H -0.6365 -4.3664 -0.4897
40 H 3.4203 -3.2389 1.3897
41 H 3.2341 2.5300 -0.0724
42 H -3.8013 2.2541 3.4505
43 H -2.5413 -1.8009 -2.5120
44 H -2.6948 -0.0661 -0.0346
45 H 3.5134 -0.7613 0.5574
46 H -3.9481 -2.8178 -2.0803
47 H -3.0289 -3.6103 0.9236
48 H 1.3780 -0.2995 -0.1715
49 H 1.3773 -4.2690 0.8854
50 H 3.7364 -0.6452 -1.2435
51 H 1.5341 -1.1642 -1.6922
52 H 0.3270 1.1172 2.9457
53 H -4.0058 -1.0226 -1.8338
54 H -0.3381 -0.1972 0.6607
55 H 3.8139 -4.4171 0.0613

Cartesian forces, eV/Å:
F -0.8 -1.0 1.6
O -0.5 0.3 0.2
N -0.5 0.7 0.6
N 0.5 0.1 0.5
C 0.2 0.2 -0.2
C 0.2 0.3 -0.2
C 0.4 0.0 -0.5
C 0.1 -0.8 -0.5
C 0.3 -0.1 -0.5
C -0.2 -0.1 0.3
C 0.2 -0.4 0.1
C -0.9 -0.9 0.1
C -0.8 0.4 0.6
C 0.4 1.7 0.8
C -0.4 -0.3 -0.2
C 0.5 0.1 -0.8
C 0.1 0.3 -0.1
C -0.2 -0.3 0.0
C 0.6 0.8 -0.7
C 0.2 0.1 0.2
C 0.4 -0.2 -0.1
C -0.3 -0.1 0.5
C -0.6 1.3 0.4
C 0.0 -0.2 -0.8
C 0.7 -0.8 0.0
C -0.1 -0.4 -0.1
C -0.2 -0.4 -0.4
H -0.2 0.2 0.0
H 0.5 0.0 0.2
H 0.3 0.1 0.4
H 0.0 0.2 -0.4
H -0.2 -0.3 0.1
H 0.2 0.4 -0.3
H -0.4 0.0 0.1
H 0.2 -0.4 0.0
H -0.2 0.3 -0.2
H 0.0 0.2 0.2
H 0.4 0.1 -0.1
H 0.2 0.5 0.2
H 0.2 0.0 -0.4
H -0.2 0.1 -0.3
H 0.3 0.0 -0.3
H -0.4 0.0 0.1
H 0.0 -0.2 0.0
H 0.1 -0.3 -0.3
H 0.1 0.6 0.0
H 0.0 -0.4 -0.1
H 0.2 -0.5 -0.1
H 0.0 0.2 -0.2
H -0.2 0.0 0.5
H -0.1 -0.3 0.3
H -0.4 0.0 -0.2
H 0.1 -0.4 0.0
H 0.0 -0.5 -0.4
H -0.2 0.2 0.4



Entry 3:
ORCA calculation (ωB97M-V/def2-TZVPD) on a molecular structure, C23H28FeNO3S in a non-equilibrium geometry.

Spin multiplicity = 2
E_HOMO (spin up / spin down) = -7.795 / -7.956 eV
Charge = 0
Lowest unoccupied orbital energy (spin up / spin down) = -0.041 / -0.045 Ha

Geometry (Å):
1 Fe 0.1304 0.0439 -0.1460
2 S -3.8817 1.2947 -2.3153
3 O -0.6803 0.1506 2.1137
4 O 0.8071 -1.6614 0.9846
5 O 1.5395 -2.4878 2.9173
6 N -1.3433 -1.5856 -1.2057
7 C 1.9268 0.7258 -3.2036
8 C 1.3672 2.2318 -1.2047
9 C -1.7452 1.1643 -0.7874
10 C 0.2116 -0.3850 4.2945
11 C -2.2885 -3.7659 -1.4131
12 C 3.5492 -0.8002 -0.8176
13 C 2.4825 1.1403 0.4796
14 C 1.6747 2.2732 0.1771
15 C 1.9376 1.0458 -1.7455
16 C -1.4743 -1.9046 3.1691
17 C -1.2507 -2.9038 -1.0984
18 C -2.5040 -1.0508 -1.6318
19 C 0.7531 3.2904 -2.0595
20 C 1.3264 3.3373 1.1656
21 C -2.5794 0.3768 -1.5352
22 C 2.6578 0.3892 -0.7097
23 C 0.8177 -1.7853 2.2368
24 C -0.3067 -0.9435 2.9738
25 C -3.2583 2.7326 -1.6147
26 C 3.1626 0.8472 1.7730
27 C -3.4694 -3.2250 -1.9136
28 C -2.1577 2.5170 -0.8419
29 C -3.5788 -1.8555 -2.0335
30 H 2.3675 1.5529 -3.7642
31 H 2.7898 1.4858 2.5691
32 H -2.2936 -1.4194 3.7021
33 H -0.1039 2.9031 -2.6108
34 H 3.6281 -1.1496 -1.8437
35 H -1.8353 -2.2601 2.2029
36 H -4.4804 -1.3924 -2.4101
37 H 0.4304 4.1460 -1.4724
38 H -3.7497 3.6638 -1.8280
39 H -4.3020 -3.8642 -2.1746
40 H 4.5480 -0.5476 -0.4570
41 H -1.1392 -2.7625 3.7482
42 H -1.6601 3.3154 -0.3199
43 H -2.1777 -4.8305 -1.2734
44 H 3.0146 -0.1941 2.0529
45 H -1.6228 0.3174 2.2414
46 H 3.1690 -1.6112 -0.1961
47 H 2.2305 3.7911 1.5769
48 H 2.4925 -0.1760 -3.4191
49 H 0.7668 2.9049 1.9972
50 H 0.9052 0.5917 -3.5627
51 H -0.6131 -0.0230 4.9084
52 H -0.3072 -3.2659 -0.7130
53 H 4.2391 1.0063 1.6791
54 H 1.4884 3.6334 -2.7924
55 H 0.8945 0.4377 4.0918
56 H 0.7245 4.1242 0.7178
57 H 0.7505 -1.1670 4.8216

Cartesian forces, eV/Å:
Fe -0.2 1.6 -0.2
S 0.9 -0.2 0.7
O -0.1 0.0 -0.5
O 0.0 0.7 -2.1
O 0.3 -0.4 0.1
N 0.4 1.0 0.5
C -0.1 0.0 0.1
C -0.7 -0.2 0.5
C 1.8 -1.5 0.1
C -0.1 -0.2 -0.3
C -0.1 0.1 -0.1
C -0.1 0.0 0.1
C -0.8 -0.1 0.0
C -0.4 -0.5 0.2
C 0.0 -1.2 0.5
C 0.1 0.2 -0.1
C 0.2 -0.4 0.2
C 0.1 -0.7 0.0
C 0.0 -0.1 0.2
C 0.0 -0.1 0.0
C -0.7 1.0 -0.3
C -0.6 -0.1 -0.7
C -0.9 1.0 1.1
C 0.7 -0.6 0.1
C -0.2 -0.2 -0.1
C -0.2 0.0 -0.1
C 0.2 0.0 0.1
C -0.1 0.3 0.1
C 0.3 0.1 0.0
H 0.0 0.0 -0.1
H 0.0 0.0 0.1
H -0.1 0.0 0.1
H 0.0 0.0 0.0
H 0.0 -0.1 0.0
H 0.0 0.0 0.0
H 0.0 0.0 0.1
H -0.1 0.1 0.0
H 0.0 0.2 0.0
H 0.0 0.0 0.0
H 0.1 0.0 0.0
H 0.0 0.0 0.1
H 0.1 0.2 0.1
H 0.1 0.0 0.0
H 0.0 -0.1 0.1
H 0.1 0.1 -0.2
H 0.0 -0.1 0.0
H 0.0 0.1 0.0
H 0.0 -0.1 -0.1
H 0.0 0.1 0.0
H 0.0 0.0 -0.1
H 0.0 0.1 0.1
H 0.0 -0.1 0.0
H 0.0 0.0 0.0
H 0.0 0.0 0.0
H 0.1 0.1 0.0
H 0.0 0.0 0.0
H 0.0 0.0 0.1